Entry 1:
This record from the OMol25 dataset describes a molecular structure, C38H45F5IInN9O2PS2. The level of theory is ωB97M-V with the def2-TZVPD basis set.

Calculated values
orbital gap	4.7	eV
net charge	0
E_LUMO	-0.89	eV
ΔE to the lowest compared entry with this formula, charge and spin	0.00	kcal per mole

Atoms and positions in Å:
I -5.0468 2.2413 -4.5287
In 0.2342 0.5238 -0.0076
S 4.3062 2.7846 -3.5408
S 2.2895 1.6496 -1.2609
P 4.0267 2.6596 -1.6392
F 0.8410 2.7950 1.7152
F -1.3076 4.4072 1.6575
F -0.4977 4.0264 -0.3102
F -2.3547 3.0722 0.3241
F -1.0452 1.9385 2.4089
O 4.0804 4.0969 -0.9788
O 5.1978 1.9188 -0.8048
N 0.1383 -1.2176 5.3178
N 0.4395 -1.7452 -0.8374
N 0.0420 -4.5636 5.8936
N 0.2829 -0.3284 3.3029
N -0.2211 0.3642 -2.2830
N -1.8250 -0.7155 0.3879
N 0.6697 -3.3897 6.1374
N 0.9062 -5.4634 5.6280
N 1.9900 -0.5768 1.0238
C 2.8509 0.1289 1.7638
C -1.8738 -1.9578 -0.1173
C 3.8870 -1.8668 2.5391
C 3.9991 3.6358 1.4669
C -2.6945 -0.3845 1.3464
C 4.5101 -4.6120 5.6225
C -2.0308 1.9785 -2.4296
C 3.4284 -5.4489 5.4796
C 0.5137 0.7781 -4.9110
C -0.0915 -1.3849 3.9810
C 0.7550 0.5721 4.2342
C 1.1064 -0.2431 -4.1713
C 6.3715 0.2488 0.3655
C -0.8919 -2.2424 -1.2163
C 2.0176 -3.5448 6.0090
C 1.0776 -2.6316 0.1300
C 0.7073 -0.4188 -2.8736
C -2.7669 -2.9077 0.3421
C 5.3897 0.4949 -0.7639
C 4.4379 4.5553 0.3455
C 5.8992 -0.0494 -2.0845
C 1.2840 -1.5280 -2.0243
C -3.6723 -2.5556 1.3328
C -1.1409 3.4733 0.7151
C 0.6746 0.0447 5.4812
C -0.8602 1.2892 -3.0165
C 2.0771 -1.8993 0.9883
C -0.6422 -2.6427 3.4071
C 2.1620 -4.8909 5.6819
C 5.9270 4.8422 0.3737
C -0.3561 2.2798 1.2726
C 3.0265 -2.5865 1.7314
C 4.3498 -3.2486 5.9550
C -3.6412 -1.2687 1.8364
C -0.5017 1.5130 -4.3460
C -0.0875 -2.1856 6.3671
C 3.1105 -2.6828 6.1475
C 3.8026 -0.4809 2.5512
H 2.2901 -1.2540 -1.6958
H 1.3503 -2.4514 -2.6118
H -1.2170 -1.6893 -2.0948
H 0.3090 -3.0597 0.7771
H 2.7541 1.2048 1.7040
H 6.8461 0.4240 -2.3480
H 1.5694 -3.4703 -0.3768
H 3.8861 5.4928 0.4292
H -2.3572 1.4836 -1.5160
H -2.7619 -3.8996 -0.0896
H -1.1331 -2.4812 6.4369
H 1.1132 1.5471 3.9491
H 3.5404 -6.4956 5.2326
H 0.2179 -1.7264 7.3066
H 7.3252 0.7265 0.1352
H 5.1920 0.1416 -2.8897
H -4.3346 -0.9393 2.5967
H 5.2331 -2.6315 6.0624
H 0.9292 0.4361 6.4512
H -0.9781 -2.4423 2.3928
H 0.1079 -3.4372 3.3866
H -2.6422 0.6293 1.7160
H 6.2045 5.4852 -0.4602
H 6.1888 5.3477 1.3053
H 6.0595 -1.1263 -1.9924
H -1.8490 3.0337 -2.2412
H 2.9380 3.4177 1.3851
H 0.8197 0.9606 -5.9321
H -0.8684 -3.3052 -1.4757
H -4.3863 -3.2786 1.7043
H 6.0015 0.6627 1.3028
H 6.4943 3.9138 0.3037
H 2.9952 -1.6351 6.3904
H 4.5703 2.7078 1.4471
H 4.6223 -2.3806 3.1430
H 4.1843 4.1361 2.4193
H 6.5434 -0.8214 0.4957
H 5.5105 -5.0015 5.4890
H -1.4933 -3.0156 3.9782
H 3.0811 -3.6662 1.6700
H -1.0526 2.2566 -4.9059
H -2.8513 1.9092 -3.1584
H 1.8717 -0.8791 -4.5956
H 4.4656 0.1208 3.1574
H 4.4179 0.0419 -0.5286

Mulliken atomic charge list, values in e, 5 entries:
1 I -0.855
2 In 1.414
3 S -0.491
4 S -0.222
5 P 0.499

Entry 2:
This record from the OMol25 dataset describes 2 unconnected molecules or ions with the total composition C3HClO4P in a non-equilibrium geometry. The level of theory is ωB97M-V with the def2-TZVPD basis set.

Calculated values
orbital gap	8.2	eV
net charge	-1
E_LUMO	3.47	eV
ΔE to the lowest compared entry with this formula, charge and spin	0.00	kcal per mole

Atoms and positions in Å:
Cl 2.1227 -1.2821 1.3818
P 1.7518 -0.1219 -0.4114
O -0.4640 2.5320 -0.0261
O 0.3825 -1.1376 -0.8769
O -0.4386 0.9785 1.5662
O 2.8018 -0.6938 -1.3074
C -0.3507 1.7840 0.7932
C -1.9816 -0.6462 -0.3771
C -0.8116 -0.8033 -0.4848
H -3.0123 -0.6095 -0.2574

Mulliken atomic charge list, values in e, 5 entries:
1 Cl -0.384
2 P 0.274
3 O -0.321
4 O -0.407
5 O -0.253

Entry 3:
This record from the OMol25 dataset describes a molecular structure, C50H38AsClGeN3O8Os in a non-equilibrium geometry. The level of theory is ωB97M-V with the def2-TZVPD basis set.

Calculated values
orbital gap (spin up / spin down)	5.6 / 5.6	eV
net charge	-1
E_LUMO (spin up / spin down)	2.02 / 2.02	eV

Atoms and positions in Å:
Os 0.3159 -1.4150 0.4737
As 0.5785 0.9640 2.8558
Ge 0.4985 0.8518 -2.2732
Cl -1.3830 -4.6430 -4.0283
O -6.4249 -4.0659 -2.3742
O -4.0980 -3.2908 2.6097
O -2.8864 -4.8221 1.6897
O -2.0600 0.0901 -2.7325
O -5.7206 -2.5364 -3.7318
O 0.8560 0.3857 1.3191
O -1.7078 -1.8573 1.0150
O -1.7074 0.6570 -0.4892
N -5.6680 -3.1516 -2.6782
N -3.5084 -3.7725 1.6619
N -1.8450 -0.3840 -1.5610
C 2.2164 0.7841 3.8194
C 2.4290 1.3080 5.0894
C -1.3250 4.2923 1.3960
C 3.1224 3.2191 0.0845
C 0.7858 -3.6263 -2.7578
C 4.3976 -0.2074 3.8398
C -0.9387 5.3257 2.2364
C 4.6206 0.3251 5.1001
C -2.6852 -1.4716 5.1110
C -4.6335 -2.7833 -1.7184
C 4.1043 2.3397 0.5142
C 3.0719 0.5980 -0.7835
C -0.0823 5.0856 3.3030
C 1.7165 -3.0118 0.8831
C -0.5060 -0.2039 -0.9589
C -0.2460 -4.1144 -0.2313
C -0.7531 0.0094 3.8181
C 0.3931 3.8017 3.5317
C -0.5622 -1.3582 3.9970
C 2.7349 -1.5167 -5.0239
C 0.2194 4.4608 -4.3797
C 1.0228 -3.5287 -0.3295
C -2.7528 -1.4338 -1.1361
C 4.0798 1.0243 0.0687
C 2.1299 2.7851 -0.7871
C 3.6394 1.0836 5.7270
C -0.4595 -4.2275 -2.6046
C -1.5371 -2.0965 4.6429
C -1.9004 0.6389 4.2784
C 1.5009 -3.2670 -1.6353
C -2.6153 -2.0608 0.1395
C 0.6195 3.2447 -3.8437
C -0.2264 2.5025 -3.0184
C -1.4944 3.0117 -2.7445
C 2.3831 -0.7424 -3.9243
C 0.0078 2.7715 2.6829
C -0.9898 -4.4633 -1.3604
C -4.5774 -3.4544 -0.5060
C 2.0707 1.4651 -1.2309
C 3.1937 0.0244 3.1850
C 0.1555 -0.5384 -4.7734
C -1.0398 4.9652 -4.0845
C 1.7907 -1.8156 -5.9941
C -0.8527 3.0052 1.6138
C -1.8927 4.2372 -3.2669
C 1.0904 -0.2415 -3.7779
C 0.4986 -1.3249 -5.8643
C -3.6022 -3.0691 0.3659
C -2.8684 -0.1101 4.9341
C -3.7355 -1.7762 -2.0290
H -5.2741 -4.2470 -0.2756
H 1.6516 1.8611 5.6021
H 1.6124 2.8703 -4.0716
H -0.6716 -4.2798 0.7506
H 0.8901 5.0146 -5.0248
H -2.1728 2.4303 -2.1357
H -0.2475 -1.5590 -6.6137
H 5.1603 -0.8067 3.3607
H 5.5614 0.1449 5.6035
H 3.0016 -0.3753 2.1947
H -3.7755 -1.2559 -2.9752
H 3.8112 1.4870 6.7163
H -2.8828 4.6177 -3.0448
H -2.0505 1.7000 4.1161
H 3.0320 -0.4546 -1.0403
H 2.0577 -2.4307 -6.8443
H 2.7924 -2.8664 0.7787
H -1.4214 -3.1671 4.7479
H -0.8588 -0.1769 -4.6712
H 0.2237 5.8973 3.9493
H 2.4438 -2.7453 -1.7493
H -1.3033 6.3296 2.0574
H -1.9800 4.4823 0.5554
H 3.1203 4.2459 0.4330
H -3.4565 -2.0605 5.5865
H 1.4825 -3.5766 1.7867
H -1.9744 -4.8987 -1.2553
H 3.1442 -0.5142 -3.1897
H 1.1553 -3.3944 -3.7459
H 1.3786 3.4954 -1.1090
H 3.7473 -1.8919 -5.1180
H -1.1373 2.1977 0.9493
H -3.7751 0.3671 5.2827
H 4.8341 0.3221 0.4059
H 0.3175 -1.8504 3.5939
H 1.0804 3.6255 4.3471
H -1.3560 5.9141 -4.4980
H 4.8816 2.6732 1.1908

Mulliken atomic charge list, values in e, 5 entries:
1 Os 1.575
2 As 0.165
3 Ge 2.003
4 Cl -0.300
5 O -0.683

Entry 4:
This record from the OMol25 dataset describes 9 unconnected molecules or ions with the total composition C54H159N24O12P9 in a non-equilibrium geometry. The level of theory is ωB97M-V with the def2-TZVPD basis set.

Calculated values
orbital gap	8.5	eV
net charge	0
E_LUMO	0.20	eV

Atoms and positions in Å:
P -0.4988 4.2632 -6.5832
P 0.4556 -0.7756 -0.1566
P -6.2602 -4.0800 -1.3505
P 0.7476 6.7123 -0.4427
P 5.2503 2.5731 -0.2732
P 0.3534 -7.6544 -2.6409
P 5.2639 -2.9869 3.8155
P -2.4687 3.5772 4.1670
P -3.0608 -3.8870 4.2261
O 1.1405 -8.8576 -2.4301
O -7.0340 -4.2399 -2.5950
O 5.8456 -4.3258 4.0492
O -0.4521 5.6931 -6.2588
O -0.9452 3.1568 4.3885
O -3.4108 3.0567 5.1728
O 0.7280 -1.9886 0.6805
O 2.1219 6.9515 0.0156
O -2.6982 3.1078 2.7060
O -2.3661 5.1044 4.0779
O 4.3505 1.3997 -0.5930
O -3.4051 -5.0474 5.0487
N -7.2137 -3.9171 -0.0515
N -5.2003 -5.2349 -0.8128
N 0.0117 5.3134 0.1217
N -1.2655 -7.8804 -2.8580
N 1.6031 -0.5960 -1.2656
N 5.0265 3.4719 1.1298
N -5.2653 -2.6778 -1.5321
N -2.5989 -4.3313 2.7036
N -1.1358 4.0796 -8.1006
N 0.9933 3.6885 -6.3262
N 0.6251 6.5767 -2.0658
N -0.2779 7.9277 0.1053
N 0.2598 0.7468 0.5380
N -1.7703 -2.9532 4.6911
N -4.3155 -2.8562 4.2244
N -1.0726 -0.9812 -0.8905
N 4.3422 -2.3013 5.0368
N 5.1425 3.8658 -1.3818
N 0.9871 -6.9215 -4.0140
N -1.4447 3.2620 -5.6546
N 4.2276 -2.8655 2.4746
N 6.5186 -1.8481 3.7172
N 6.7781 2.0341 -0.0474
N 0.4369 -6.6631 -1.3294
C 7.9210 2.7259 0.5500
C -1.8174 -3.5124 1.7074
C -3.9761 2.5194 2.2501
C 0.5926 -5.6372 -4.5945
C -2.0915 -2.0496 5.7491
C 4.4717 -3.7651 1.3395
C 2.2389 -7.4076 -4.6095
C 1.5314 1.3639 0.9836
C -1.7262 7.8218 0.1203
C 3.0445 -2.9010 5.4242
C 0.0564 -5.2799 -1.4052
C 4.7293 3.7236 -2.7886
C -2.0740 5.9604 6.4148
C 5.1404 -1.9897 6.2895
C 2.6828 -1.6188 -1.5166
C -0.5477 1.9602 5.0345
C 1.5912 0.5841 -2.1571
C -4.7038 -2.1096 -0.2973
C -1.1257 2.9459 -4.3250
C -5.6210 -1.5397 -2.4401
C -5.6902 -6.6554 -0.5563
C -0.4080 -3.4141 4.6879
C -0.7541 1.1326 1.5408
C -1.5055 5.9178 5.0096
C -6.7674 -3.9864 1.3102
C -2.0989 -8.1787 -1.6968
C -1.5958 -8.7407 -3.9673
C 0.6681 7.8439 -2.8635
C -2.9201 3.4035 -5.7964
C 3.7363 -1.5768 2.0760
C -0.5331 4.3478 -0.8133
C 5.5546 5.2303 -1.1180
C 7.7297 -2.3951 3.0786
C -1.5658 2.8332 -8.7205
C -3.0579 -5.6545 2.1579
C -1.0131 -2.1524 -1.7245
C 1.6574 5.6335 -2.6007
C 7.2095 0.7291 -0.5771
C -4.2288 -1.6184 3.4873
C 0.3148 9.2586 0.1347
C -1.6991 5.2846 -8.7408
C -0.4555 2.0965 6.5325
C 1.5353 -6.8452 -0.3739
C 2.2252 4.4447 -6.1506
C -5.0853 3.5916 2.2605
C 3.9572 4.3822 1.1479
C 5.2639 2.8644 2.4295
C -8.6208 -3.7364 -0.1197
C 1.2974 2.2528 -6.5189
C -1.8327 0.0881 -1.6241
C -5.6661 -3.1648 4.9008
C 6.3241 -0.4231 3.5091
C 0.0154 5.0602 1.5351
C -3.8359 -5.3359 -1.3192
H 7.6508 3.6824 1.0347
H -2.1654 -6.0663 1.6672
H -6.4162 -3.4017 4.1591
H -5.9506 3.0968 1.8728
H -3.2511 3.9796 -4.9851
H -3.3974 2.4189 -5.7298
H 1.9954 5.5231 -6.0326
H 5.7807 3.6408 3.0607
H 6.3077 5.5242 -1.8775
H -3.7256 2.1618 1.2783
H 0.0805 3.9831 1.8266
H -2.0665 7.8576 1.2106
H 2.2987 1.3934 -1.8658
H -0.7796 -3.9411 1.5461
H -0.5276 5.4528 5.0072
H -1.5565 4.0116 -0.5946
H 2.7637 -6.6094 -5.1161
H 2.4272 -6.3649 -0.7972
H -6.6541 -6.6484 -0.0279
H 3.4872 -4.0046 0.9216
H 8.6128 -1.9102 3.4474
H -1.8681 -7.4524 -0.8994
H -3.8780 -5.5491 1.4267
H 2.7226 -1.5887 1.6880
H 1.7622 1.0455 1.9653
H -8.9485 -3.5510 -1.1377
H -5.8851 -7.1144 -1.4975
H -8.9632 -2.9546 0.5652
H -2.6667 2.7139 -8.6876
H -1.4263 5.4677 7.1735
H 7.1568 0.2317 3.8657
H 4.5108 -1.3169 6.8305
H -3.8081 -1.5729 -0.5096
H -1.5392 -1.1472 5.5943
H -5.0685 -7.2320 0.0948
H 2.6988 4.1368 -5.1795
H 4.6929 2.6582 -3.1123
H -4.5439 -2.9120 0.4791
H 0.0500 8.5718 -2.3286
H -6.6112 -3.0216 1.8806
H -0.2285 -4.0785 3.8490
H 0.2289 7.7002 -3.8253
H 5.2758 -2.9295 6.8803
H -1.4456 5.2155 -9.7803
H 2.4522 -3.1367 4.5826
H 2.5803 -2.1038 5.9949
H -1.2719 2.7885 -9.8184
H 2.4393 1.0323 0.5541
H 0.5630 0.9655 -2.1211
H -3.5484 -6.2242 2.9828
H -0.2823 -2.0402 -2.5740
H 5.4172 4.2263 -3.4575
H 0.0104 2.9369 -4.2291
H 4.4714 -1.1788 1.3617
H -0.0242 9.7072 1.0493
H -2.3164 -3.5921 0.7662
H 1.9651 2.1448 -7.3741
H 7.9360 -3.4869 3.2428
H -0.4597 -5.5422 -4.4579
H -3.8154 -5.9752 -2.1922
H -9.1916 -4.6396 0.1737
H -1.3122 6.2090 -8.3463
H -3.1331 -1.8195 5.7162
H 1.3849 5.4899 -3.6797
H -1.4040 -9.7624 -3.6418
H -1.8634 -9.1498 -1.2733
H -2.9423 -0.0544 -1.5757
H -4.8476 4.5059 1.7046
H -1.2757 1.1466 4.8336
H -3.1035 5.5628 6.4188
H 6.0921 -0.1265 2.4912
H -0.2151 -4.9846 -0.3999
H 2.4054 -2.2320 -2.3991
H -4.6771 -1.0306 -2.6581
H 4.2762 5.2136 1.7764
H 8.4277 1.9695 1.1813
H -2.1519 6.9919 6.7972
H -3.1153 -5.7068 -0.5929
H -1.6501 -0.0069 -2.7231
H 8.6610 2.9788 -0.1766
H -0.8564 5.4854 2.0309
H 0.1583 2.9407 6.8303
H -1.6224 -2.5142 2.1588
H 6.3541 0.0828 -0.8153
H -0.1869 -4.0707 5.5441
H -1.6951 0.6035 1.3283
H -5.5737 -3.9185 5.6745
H -2.0308 6.8315 -0.1766
H 1.3776 9.2802 0.3095
H 5.4030 -0.0150 3.9554
H -1.3389 1.8242 -4.1849
H -1.4606 1.0449 -1.2288
H 1.2054 -4.8592 -4.1157
H 0.8487 5.4547 2.1246
H 3.1374 -3.7696 6.1317
H 3.0503 3.9869 1.6570
H 3.6106 -1.1050 -1.7770
H 3.5460 4.6886 0.2027
H 1.7275 1.8261 -5.6243
H 0.0975 1.2008 6.8586
H 1.2333 -6.3874 0.6152
H -6.0003 -2.1837 5.3811
H -1.6399 3.5206 -3.5724
H -5.4203 -1.3699 0.1184
H 0.3160 -2.5768 4.6807
H 1.6333 4.6979 -2.0522
H 2.0592 -8.1307 -5.4177
H -5.2443 3.8688 3.2849
H 2.8846 4.2132 -7.0078
H -2.7686 5.3256 -8.6130
H 6.0674 -1.5388 6.0430
H -2.1959 8.5690 -0.5371
H 5.8650 1.9623 2.3405
H 3.6831 4.0842 -2.8660
H -4.9263 -1.6147 2.6121
H -4.5077 -0.7270 4.1366
H 7.8830 0.8060 -1.3901
H -1.1262 -8.4652 -4.9498
H 4.7683 5.9911 -1.1379
H -2.6037 -8.6838 -4.1539
H 7.8516 0.1871 0.1135
H -6.3517 -0.8636 -1.9468
H -1.4658 2.1258 7.0044
H 1.8787 0.2253 -3.1560
H -0.9667 2.1614 1.2410
H 4.9080 -4.7415 1.5938
H -0.5410 1.0523 2.5784
H 0.5438 -5.6099 -5.6895
H 2.8116 -7.9350 -3.8551
H 0.4164 1.7163 -6.7486
H -1.3892 6.9013 4.5024
H 6.0191 5.3640 -0.1102
H 1.4636 2.4324 0.8461
H -0.8058 -5.1534 -2.0666
H -7.4416 -4.5744 1.9402
H -1.7362 -2.3935 6.7587
H -5.8528 -4.5324 1.3578
H 2.8301 -2.1629 -0.5814
H 2.7015 6.0389 -2.5919
H -1.0692 1.9645 -8.2336
H 0.0911 9.8328 -0.7501
H 4.2728 2.7192 2.8317
H 1.7202 -7.8950 -0.3149
H 7.8162 -2.1783 1.9525
H -1.9679 -2.2739 -2.1677
H -3.2186 -1.4771 3.1141
H -0.4310 4.8085 -1.7540
H -3.5089 -4.3440 -1.6401
H 0.8941 -4.6177 -1.7685
H 0.4880 1.7028 4.6575
H 5.0822 -3.2704 0.5450
H -3.1675 -8.1063 -1.9870
H 1.6423 8.2970 -2.8880
H -3.2419 3.9994 -6.6815
H -5.9252 -2.0196 -3.3650
H 3.7652 -0.9426 2.9202
H 0.0883 3.4096 -0.7941
H -4.3007 1.6939 2.9225
H -0.7495 -3.0790 -1.1472

Mulliken atomic charge list, values in e, 5 entries:
1 P 0.623
2 P -1.083
3 P 0.424
4 P -0.021
5 P 0.341